# 1
The following is a quantum chemistry calculation of a structure of composition C4H6FeO3, from the Open Molecules 2025 dataset.

Results
E_LUMO (spin up / spin down) = -11.4 / -11.4 eV
<S²> = 6.010
E_HOMO (spin up / spin down) = -17.746 / -18.203 eV
energy relative to the best compared isomer or geometry (same formula, charge and spin) = 198.0 kJ/mol

```
! RIJCOSX wB97M-V def2-TZVPD def2/J DEFGRID3
* xyz 2 5
Fe -1.28 -1.08 -2.43
C 2.79 1.53 -0.07
H 2.85 1.63 -1.15
C -1.81 -0.06 1.95
C -0.50 0.26 0.05
H 1.42 1.28 1.59
O -0.75 0.37 1.45
C 1.63 1.28 0.53
O 0.58 0.81 -0.30
O -1.24 -0.40 -0.63
H -1.97 0.17 3.01
H 3.63 1.83 0.54
H -2.55 -0.58 1.32
H -0.19 -1.16 -3.68
*
```

---

# 2
The following is a quantum chemistry calculation of a structure of composition C4H6HgO2, from the Open Molecules 2025 dataset.

Results
E_LUMO (spin up / spin down) = 0.5 / -1.4 eV
<S²> = 2.022
E_HOMO (spin up / spin down) = -8.154 / -9.562 eV
energy relative to the best compared isomer or geometry (same formula, charge and spin) = 96.9 kJ/mol

```
! RIJCOSX wB97M-V def2-TZVPD def2/J DEFGRID3
* xyz 0 3
H 0.50 -0.03 -1.45
H 0.16 1.81 0.99
Hg 0.31 -2.38 0.27
O 1.60 1.71 -1.18
C 0.90 0.61 -0.64
C -1.72 -0.83 1.22
H 1.57 0.00 -0.01
H 2.31 1.39 -1.75
H -2.19 -1.54 1.89
C -0.24 1.16 0.20
H -0.90 1.78 -0.43
O -1.29 -3.77 0.09
C -1.03 0.09 0.81
*
```

---

# 3
The following is a quantum chemistry calculation of a structure of composition C4H6I2S, from the Open Molecules 2025 dataset.

Results
E_LUMO = -0.9 eV
E_HOMO = -8.872 eV
energy relative to the best compared isomer or geometry (same formula, charge and spin) = 35.6 kJ/mol

```
! RIJCOSX wB97M-V def2-TZVPD def2/J DEFGRID3
* xyz 0 1
S -0.80 0.18 -2.25
H 1.72 1.00 0.60
H -2.02 0.95 0.65
H -2.07 0.53 -2.07
I 3.87 -0.56 0.09
I -1.86 -2.11 0.32
H -0.44 1.64 0.29
C -0.54 -0.47 0.03
C 1.85 -0.01 0.26
H -0.68 0.72 1.78
C -0.95 0.79 0.73
C 0.85 -0.84 -0.04
H 1.08 -1.84 -0.39
*
```

---

# 4
The following is a quantum chemistry calculation of an isolated molecule of C4H6IN, from the Open Molecules 2025 dataset.

Results
SMILES string = IN1C[C@@H]2C[C@@H]21
E_LUMO = 0.2 eV
E_HOMO = -8.508 eV
energy relative to the best compared isomer or geometry (same formula, charge and spin) = 248.2 kJ/mol

```
! RIJCOSX wB97M-V def2-TZVPD def2/J DEFGRID3
* xyz 0 1
C 0.53 -0.25 -0.16
H 1.49 -0.63 -0.14
H -0.52 1.01 -1.91
H 0.87 1.91 0.29
H -0.50 1.24 1.33
H -0.40 -2.21 -0.25
I -3.32 0.04 0.04
H -0.70 -1.42 1.19
C -0.50 0.50 -0.96
C 0.04 1.06 0.33
N -1.45 -0.51 -0.69
C -0.48 -1.26 0.15
*
```

---

# 5
The following is a quantum chemistry calculation of the ion C4H6IN2 with charge +1, from the Open Molecules 2025 dataset.

Results
E_LUMO = -4.8 eV
E_HOMO = -13.468 eV
energy relative to the best compared isomer or geometry (same formula, charge and spin) = 411.3 kJ/mol

```
! RIJCOSX wB97M-V def2-TZVPD def2/J DEFGRID3
* xyz 1 1
C -0.35 1.28 -0.23
H 0.86 -1.73 -0.39
N -0.02 0.20 0.32
H 0.80 -1.00 1.80
C -0.21 -1.06 -0.42
N -0.65 -0.90 -1.70
H -0.98 -1.70 0.17
H -1.10 0.42 -3.24
I -0.35 3.12 0.50
C 0.73 0.14 1.59
C -0.85 0.16 -2.23
H 0.31 0.70 2.33
H 1.81 0.37 1.50
*
```

---

# 6
The following is a quantum chemistry calculation of a cluster of 2 separate species, C4H6INO in total, from the Open Molecules 2025 dataset.

Results
E_LUMO (spin up / spin down) = -0.6 / -0.3 eV
E_HOMO (spin up / spin down) = -7.858 / -8.611 eV
energy relative to the best compared isomer or geometry (same formula, charge and spin) = 550.9 kJ/mol

```
! RIJCOSX wB97M-V def2-TZVPD def2/J DEFGRID3
* xyz 0 1
C -0.30 0.60 -0.25
I 4.04 -0.43 -0.03
N 0.01 -0.55 0.42
H -1.24 -2.22 0.85
C 0.28 1.77 -0.01
H -1.01 0.73 -1.07
H 3.85 2.20 -0.86
C -0.57 -1.79 0.09
H 3.82 2.14 0.97
O 0.80 2.82 0.17
C 3.51 1.61 0.08
H 0.31 -2.55 -0.09
H -1.15 -2.00 -0.93
*
```

---

# 7
The following is a quantum chemistry calculation of a structure of composition C4H6InO2, from the Open Molecules 2025 dataset.

Results
E_LUMO (spin up / spin down) = -0.1 / -2.0 eV
<S²> = 0.757
E_HOMO (spin up / spin down) = -7.951 / -8.168 eV
energy relative to the best compared isomer or geometry (same formula, charge and spin) = 0.0 kJ/mol

```
! RIJCOSX wB97M-V def2-TZVPD def2/J DEFGRID3
* xyz 0 2
H -1.88 -1.12 0.14
H 1.85 0.78 2.00
C -0.31 0.42 -0.48
H 1.56 -0.93 1.65
H -0.88 -0.58 -2.28
O -1.69 -0.99 -1.89
O 2.45 0.15 0.12
In 1.53 0.72 -1.47
C 1.56 0.08 1.18
C 0.12 0.40 0.80
C -1.83 -0.35 -0.66
H -1.92 0.92 -0.79
H -0.56 0.48 1.67
*
```

---

# 8
The following is a quantum chemistry calculation of a structure of composition C4H6LaLiO2, from the Open Molecules 2025 dataset.

Results
E_LUMO (spin up / spin down) = -4.4 / -4.8 eV
<S²> = 1.745
E_HOMO (spin up / spin down) = -9.333 / -9.436 eV
energy relative to the best compared isomer or geometry (same formula, charge and spin) = 135.7 kJ/mol

```
! RIJCOSX wB97M-V def2-TZVPD def2/J DEFGRID3
* xyz 1 2
H -0.30 0.57 -0.64
C -0.30 -1.11 -2.03
C -0.08 1.15 2.80
O -1.23 -1.93 -1.46
H 0.08 -1.52 -2.96
C 0.51 2.21 2.17
H 1.56 2.16 1.81
H 0.05 3.20 2.15
H -2.13 -1.70 -1.74
O 0.68 0.02 3.00
La -1.42 -2.37 1.27
Li 1.83 -1.47 -0.65
H 0.71 0.71 -2.16
C 0.05 0.09 -1.55
*
```

---

# 9
The following is a quantum chemistry calculation of a structure of composition C4H6LiLuO2, from the Open Molecules 2025 dataset.

Results
E_LUMO (spin up / spin down) = -4.4 / -4.5 eV
<S²> = 0.763
E_HOMO (spin up / spin down) = -10.213 / -10.753 eV
energy relative to the best compared isomer or geometry (same formula, charge and spin) = 188.1 kJ/mol

```
! RIJCOSX wB97M-V def2-TZVPD def2/J DEFGRID3
* xyz 1 2
O -1.38 1.53 0.25
O 2.47 -0.71 0.43
H 0.08 -0.54 1.30
C 0.42 -0.56 -1.13
H -2.28 -0.14 -0.55
Li 3.24 1.87 1.55
Lu 0.36 2.58 -0.05
C -0.40 -0.74 0.33
H -2.21 -0.05 1.24
H -0.20 0.04 -1.81
C 1.65 -0.29 -0.41
H 0.62 -1.38 -1.84
C -1.64 0.17 0.31
H -0.73 -1.79 0.38
*
```

---

# 10
The following is a quantum chemistry calculation of a structure of composition C4H6LiNaO2, from the Open Molecules 2025 dataset.

Results
E_LUMO (spin up / spin down) = 2.2 / 2.3 eV
<S²> = 0.751
E_HOMO (spin up / spin down) = -1.314 / -2.520 eV
energy relative to the best compared isomer or geometry (same formula, charge and spin) = 327.8 kJ/mol

```
! RIJCOSX wB97M-V def2-TZVPD def2/J DEFGRID3
* xyz -1 2
O -0.69 -2.08 0.10
Na 0.80 -1.83 -1.46
H -0.23 -1.07 1.87
H -1.19 1.09 1.12
H 2.10 1.16 0.27
Li 1.64 0.78 -2.70
O -0.03 1.97 -1.70
C -0.84 0.35 0.37
C 0.30 1.21 -0.74
C -0.93 -1.06 0.99
C 1.15 0.61 0.20
H -1.94 -1.12 1.45
H 1.49 -0.33 0.64
H -1.62 0.33 -0.41
*
```

---

# 11
The following is a quantum chemistry calculation of a structure of composition C4H6LiO2Sc, from the Open Molecules 2025 dataset.

Results
E_LUMO = -9.5 eV
E_HOMO = -17.011 eV
energy relative to the best compared isomer or geometry (same formula, charge and spin) = 0.0 kJ/mol

```
! RIJCOSX wB97M-V def2-TZVPD def2/J DEFGRID3
* xyz 2 1
Sc -0.70 0.20 -0.57
H 0.99 -4.20 -2.00
C 0.45 -2.07 -2.08
H -1.80 0.12 2.07
H 0.72 1.64 2.20
O 0.11 -0.83 -2.16
O 0.05 1.95 0.27
C -0.80 0.17 1.63
C 0.94 -3.14 -1.76
H -0.92 2.33 2.08
H -0.14 -0.54 2.14
H 0.50 2.79 0.17
C -0.23 1.57 1.67
Li 0.85 0.00 -3.66
*
```

---

# 12
The following is a quantum chemistry calculation of a structure of composition C4H6LiOPb, from the Open Molecules 2025 dataset.

Results
E_LUMO (spin up / spin down) = 2.9 / 2.7 eV
E_HOMO (spin up / spin down) = -1.703 / -1.767 eV

```
! RIJCOSX wB97M-V def2-TZVPD def2/J DEFGRID3
* xyz -1 1
H 2.10 2.28 -2.26
H -1.71 0.43 1.56
O 0.26 0.51 0.86
H -1.03 -1.76 -0.75
Pb 0.20 -2.34 1.88
Li 1.99 -0.27 0.67
C 2.07 0.16 -1.42
C 1.83 1.31 -1.88
C -1.24 -1.25 0.21
C -1.13 0.19 0.65
H 0.47 1.35 0.21
H -1.51 0.93 -0.08
H -2.30 -1.54 0.35
*
```

---

Number 1: strongest force on any atom 2.41 eV/A. Number 2: strongest force on any atom 1.51 eV/A. Number 3: strongest force on any atom 2.98 eV/A. Number 4: strongest force on any atom 3.79 eV/A. Number 5: strongest force on any atom 5.62 eV/A. Number 6: strongest force on any atom 4.09 eV/A. Number 7: strongest force on any atom 6.36 eV/A. Number 8: strongest force on any atom 5.51 eV/A. Number 9: strongest force on any atom 4.65 eV/A. Number 10: strongest force on any atom 7.34 eV/A. Number 11: strongest force on any atom 2.74 eV/A. Number 12: strongest force on any atom 4.39 eV/A.